The following is a quantum chemistry calculation of C41H36Cl3GaINO2P as an isolated structure, from the OMol25 dataset.

Output
Largest force on an atom = 0.36 eV Å⁻¹
HOMO = -10.144 eV
Orbital gap = 0.263 Ha
LUMO level = -0.110 Eh
Charge = +1
Energy relative to the best compared isomer or geometry (same formula, charge and spin) = 0.950 eV

CARTESIAN COORDINATES (ANGSTROEM)
Ga 0.859 -0.013 0.015
I -2.470 0.796 -0.533
C -2.942 -0.043 1.320
C -3.651 0.777 2.158
C -4.233 0.272 3.334
C -4.169 -1.064 3.584
C -3.459 -1.932 2.721
C -3.545 -3.329 2.939
C -2.954 -4.206 2.083
C -2.120 -3.704 1.071
C -1.937 -2.354 0.860
P -0.484 -2.061 -0.222
C 0.662 -3.363 0.342
C 1.256 -4.290 -0.508
C 2.133 -5.237 0.002
C 2.412 -5.273 1.358
C 1.797 -4.369 2.215
C 0.926 -3.421 1.712
C -1.017 -2.469 -1.902
C -0.084 -2.641 -2.929
C -0.508 -2.928 -4.214
C -1.866 -3.016 -4.494
C -2.795 -2.825 -3.484
C -2.375 -2.558 -2.189
C -2.728 -1.419 1.609
H -3.786 1.817 1.901
H -4.774 0.938 3.992
H -4.681 -1.496 4.435
H -4.131 -3.681 3.779
H -3.062 -5.274 2.208
H -1.556 -4.419 0.487
H 1.031 -4.304 -1.563
H 2.590 -5.954 -0.667
H 3.100 -6.011 1.751
H 1.999 -4.396 3.277
H 0.462 -2.715 2.390
H 0.973 -2.539 -2.735
H 0.221 -3.069 -5.001
H -2.197 -3.229 -5.501
H -3.853 -2.886 -3.699
H -3.108 -2.419 -1.405
Cl 6.970 -3.468 1.573
C 5.456 -2.633 1.531
C 4.880 -2.325 0.311
C 3.665 -1.670 0.324
Cl 2.887 -1.259 -1.194
C 2.983 -1.301 1.480
O 1.797 -0.725 1.467
C 3.613 -1.632 2.686
Cl 2.796 -1.253 4.159
C 4.829 -2.286 2.719
H 5.364 -2.592 -0.617
H 5.283 -2.532 3.668
O -1.227 0.426 -4.025
C -0.586 0.275 -3.112
C -1.570 5.424 2.411
C -0.998 4.033 2.354
C -1.156 3.154 3.419
C -0.600 1.882 3.356
C -0.668 0.932 4.518
C 0.082 1.502 2.209
C 0.253 2.353 1.113
C -0.299 3.633 1.220
N 0.928 1.841 -0.019
C 1.486 2.722 -1.076
C 2.411 3.775 -0.452
C 0.404 3.357 -1.967
C 2.365 1.889 -1.998
H -2.091 5.598 3.350
H -2.275 5.591 1.595
H -0.781 6.172 2.319
H -1.684 3.472 4.310
H -1.239 1.356 5.343
H 0.336 0.706 4.882
H -1.132 -0.014 4.233
H 0.561 0.523 2.243
H -0.202 4.356 0.430
H 1.887 4.538 0.114
H 2.971 4.274 -1.243
H 3.122 3.287 0.217
H -0.371 3.883 -1.420
H -0.088 2.591 -2.568
H 0.868 4.065 -2.657
H 3.282 1.571 -1.499
H 2.642 2.482 -2.870
H 1.831 1.015 -2.370